# 1
83
Properties=species:S:1:pos:R:3:forces:R:3:lowdin_spin:R:1 method="wB97M-V/def2-TZVPD" total_energy_ha=-2242.47264 total_charge=+3 spin_multiplicity=2
Cs -22.087 -1.839 -14.305 -0.0530 0.0597 -0.1795 0.000
In -20.641 -8.369 -11.921 -1.4132 -0.5893 -0.6732 0.026
N -23.100 -10.289 -13.764 -0.1610 -0.9479 -3.3190 -0.001
O -23.340 -9.206 -13.261 -1.1109 3.1550 1.7843 0.140
O -23.784 -10.722 -14.705 0.4971 0.0408 1.7109 0.015
O -22.057 -10.816 -13.390 1.7542 -1.3481 0.3930 -0.132
B -22.118 -5.438 -13.345 -0.5810 -1.2736 -1.4277 -0.001
F -20.804 -5.858 -13.475 1.6687 -0.8596 0.9225 0.000
F -22.159 -4.233 -12.660 -0.3905 0.2964 0.0858 0.000
F -22.574 -5.408 -14.670 -0.5612 1.0151 0.5034 0.000
F -22.813 -6.484 -12.670 0.0984 0.1029 0.4107 -0.005
C -17.977 -5.673 -13.599 0.5352 -0.3881 0.9664 0.000
O -18.175 -7.084 -13.323 -0.0033 -0.0777 -0.2054 0.005
C -17.227 -7.868 -14.035 -0.0537 -0.3063 0.2638 -0.001
C -17.305 -9.362 -13.659 -1.0159 1.8603 0.2180 -0.003
N -18.715 -9.860 -13.720 1.3161 -0.4574 1.4650 -0.033
C -18.731 -11.273 -13.255 -1.7354 -0.0449 -1.3532 -0.004
C -18.368 -11.549 -11.848 0.4800 -0.3161 0.5738 0.000
O -19.209 -10.890 -10.947 -0.2502 0.8512 0.1615 0.010
C -18.959 -11.307 -9.605 0.3276 0.9943 0.7887 0.000
H -16.912 -5.455 -13.680 0.1432 -0.2298 -0.3365 0.000
H -18.238 -5.183 -12.661 -0.6418 0.3247 -0.4988 0.000
H -18.497 -5.358 -14.503 -0.1721 0.0049 0.3132 0.000
H -16.229 -7.512 -13.779 0.1803 -0.1066 -0.0544 0.000
H -17.347 -7.750 -15.112 -0.2313 0.0829 -0.1666 0.000
H -16.931 -9.470 -12.641 -0.0453 -0.2745 -0.1557 0.000
H -16.669 -9.864 -14.387 -0.0548 -0.4420 0.1020 -0.002
H -19.045 -9.785 -14.672 -0.5675 0.0805 -0.1809 -0.001
H -18.112 -11.873 -13.922 0.4558 0.0748 -0.0133 -0.003
H -19.725 -11.687 -13.421 -0.2392 0.3377 -0.1134 0.000
H -17.321 -11.314 -11.659 0.1416 -0.1978 0.2931 0.000
H -18.582 -12.602 -11.669 0.6256 -0.3785 -0.3455 0.000
H -19.687 -10.763 -9.003 -0.0860 -0.4636 0.0910 0.000
H -17.976 -10.996 -9.250 0.2337 0.3360 -0.2701 0.000
H -18.940 -12.381 -9.418 -0.6726 -0.1810 -0.5056 0.000
C -29.360 -11.295 -11.689 0.4742 1.0581 -0.4681 0.001
O -28.218 -10.466 -12.051 0.7857 -0.6356 0.7003 0.008
C -27.104 -10.678 -11.189 0.2510 0.1830 -1.5174 0.002
C -25.859 -10.030 -11.887 -0.8319 -0.4164 3.0775 0.079
N -25.796 -8.569 -11.755 -2.4094 -1.3798 -3.4252 0.657
C -27.043 -7.853 -12.117 0.7467 2.3591 0.1462 0.087
C -26.845 -6.369 -12.578 -0.0869 -1.0838 0.0058 0.000
O -26.306 -6.306 -13.882 -0.0369 -0.0055 0.5753 0.006
C -26.119 -4.979 -14.353 0.7249 0.5142 -0.4376 0.001
H -29.900 -11.409 -12.628 -0.2533 -0.0466 0.3556 0.000
H -29.894 -10.696 -10.951 -0.4610 -0.5260 0.0318 0.000
H -29.055 -12.270 -11.307 0.0332 0.0542 0.0321 0.000
H -26.921 -11.747 -11.082 0.2306 -0.1831 -0.1594 0.000
H -27.252 -10.327 -10.168 -0.0823 0.5043 0.1280 0.000
H -25.750 -10.369 -12.917 -0.1823 0.4890 -0.5620 0.039
H -24.941 -10.358 -11.400 0.1833 -0.3840 0.0644 0.017
H -25.029 -8.321 -12.363 1.2501 1.0526 -0.0612 0.018
H -27.721 -7.803 -11.265 -0.1364 -0.5476 -0.0001 0.018
H -27.506 -8.377 -12.953 -0.0676 -0.6700 0.1137 0.038
H -26.243 -5.889 -11.806 0.3033 0.5151 -0.0994 0.000
H -27.841 -5.927 -12.588 -0.1212 0.1080 0.2478 -0.001
H -25.739 -5.011 -15.374 -0.1130 -0.4299 0.0572 0.000
H -25.356 -4.445 -13.785 0.2473 -0.1597 0.4123 0.000
H -26.973 -4.303 -14.372 -0.6365 -0.5532 0.2540 0.000
C -19.937 -4.968 -10.129 1.1628 -0.2565 -0.2155 0.000
O -21.026 -5.873 -10.326 0.2324 -0.3602 0.2424 0.004
C -22.002 -5.791 -9.272 0.0084 -0.7144 -0.0662 0.001
C -23.244 -6.522 -9.741 -0.2153 1.2210 -1.1803 -0.001
N -23.068 -7.913 -10.152 0.6579 -0.0979 1.6130 -0.003
C -23.006 -8.739 -8.915 1.5219 -0.6278 -1.1759 0.000
C -22.823 -10.226 -9.278 -0.7268 -0.2392 0.1753 0.001
O -21.972 -10.560 -10.375 0.9889 0.2109 0.0854 0.006
C -21.942 -12.000 -10.745 -0.3810 0.8528 0.0229 0.001
H -19.010 -5.362 -10.546 -0.1608 -0.6221 -0.2228 0.000
H -19.675 -4.857 -9.077 -0.4904 0.4033 0.0739 0.000
H -20.044 -4.039 -10.690 -0.6780 0.2006 0.4544 0.000
H -22.303 -4.754 -9.122 0.1566 0.0811 0.0575 0.000
H -21.634 -6.202 -8.332 0.4535 0.1269 0.0264 0.000
H -23.521 -5.891 -10.585 -0.4152 -0.5647 -0.3315 0.000
H -24.064 -6.472 -9.025 0.1588 0.1785 0.3916 -0.001
H -23.908 -8.215 -10.626 0.1953 0.0031 -0.6567 0.006
H -23.842 -8.635 -8.223 -0.6762 -0.0893 -0.4761 0.000
H -22.199 -8.405 -8.263 0.4830 0.1290 -0.4777 0.000
H -23.791 -10.632 -9.569 -0.3392 -0.1394 0.4137 0.000
H -22.521 -10.620 -8.308 0.1930 -0.8959 -0.2213 0.000
H -21.644 -12.664 -9.934 -0.1843 0.3578 0.3218 0.000
H -21.249 -12.158 -11.571 -0.1305 0.5080 0.2424 0.000
H -22.938 -12.239 -11.119 -0.0442 -0.2165 0.1830 0.000

# 2
38
Properties=species:S:1:pos:R:3:forces:R:3:mulliken_charge:R:1 method="wB97M-V/def2-TZVPD" total_energy_ha=-897.78286 total_charge=+1 relative_energy_kcal_mol=7.8
N -15.499 -4.901 10.298 -0.0266 -0.5727 0.0739 0.164
H -15.236 -5.866 10.568 0.3113 0.3764 -0.0575 0.258
H -15.894 -4.930 9.359 -0.2975 0.2011 0.1116 0.305
H -14.705 -4.262 10.282 0.1542 -0.1759 0.1457 0.183
H -16.158 -4.578 11.013 -0.2757 0.1671 -0.2830 0.167
O -18.844 -2.695 12.629 0.0923 -0.0464 -0.0137 -0.636
H -18.168 -3.077 12.054 -0.1527 0.0628 0.0629 0.367
H -19.578 -2.489 12.042 0.0228 0.0907 0.0948 0.275
O -14.916 -2.229 10.921 0.0015 0.2357 0.0756 -0.560
H -14.743 -2.243 11.872 0.0383 0.0158 -0.1216 0.313
H -15.364 -1.387 10.769 0.0337 -0.1036 0.0339 0.266
O -16.731 -3.553 7.709 0.2737 -0.0160 0.1122 -0.603
H -16.262 -3.913 6.948 -0.1835 0.0387 -0.0847 0.265
H -16.422 -2.640 7.778 -0.1119 -0.0879 0.0022 0.311
O -14.832 -7.431 11.394 0.2723 -0.0837 0.3435 -0.603
H -14.983 -7.690 12.313 0.0265 -0.0046 -0.1320 0.301
H -13.970 -7.808 11.171 -0.1589 0.0033 -0.0344 0.258
O -13.084 -4.446 12.043 -0.0779 0.1163 0.1328 -0.545
H -13.524 -4.777 12.832 0.2374 -0.1185 0.0540 0.273
H -12.261 -4.055 12.371 -0.0740 0.0221 -0.2238 0.303
O -17.484 -8.430 10.342 0.0269 0.1901 0.1745 -0.608
H -16.882 -8.016 10.978 -0.2156 -0.1274 -0.4858 0.286
H -17.598 -7.801 9.612 0.0962 -0.1838 0.1896 0.318
O -16.871 -7.198 7.773 0.3068 0.3542 -0.1771 -0.614
H -16.020 -7.653 7.755 -0.1537 -0.1134 0.0498 0.321
H -17.121 -7.103 6.846 -0.1197 -0.1079 0.1241 0.287
O -11.797 -1.845 10.504 -0.1154 -0.0973 -0.0352 -0.626
H -12.725 -2.089 10.397 -0.0150 0.0988 0.0132 0.338
H -11.625 -1.195 9.814 0.0427 -0.0526 0.0972 0.292
O -13.707 -5.376 8.135 -0.0257 -0.1727 -0.0626 -0.544
H -14.113 -5.310 7.265 0.0988 -0.0191 -0.0335 0.271
H -12.886 -5.861 7.978 -0.0402 0.1496 0.0696 0.290
O -18.297 -4.060 10.125 -0.0051 -0.0456 -0.4194 -0.598
H -19.258 -3.987 10.160 0.0830 -0.1494 0.0644 0.292
H -18.089 -4.078 9.175 -0.0286 0.1168 0.1959 0.263
O -16.449 -4.492 13.130 0.1746 -0.3117 -0.1897 -0.531
H -15.548 -4.629 13.435 -0.0755 0.1036 0.2011 0.213
H -16.977 -5.112 13.652 -0.1396 0.2472 -0.0685 0.288

# 3
14
Properties=species:S:1:pos:R:3:forces:R:3:mulliken_charge:R:1 method="wB97M-V/def2-TZVPD" total_energy_ha=-270.48455 smiles="OC1CC=CC1" total_charge=0 relative_energy_kcal_mol=46.0
O -1.778 0.412 0.687 -0.2728 0.5840 0.3898 -0.530
C -0.930 0.101 -0.400 0.3495 0.1643 -0.0886 0.289
C 0.227 1.124 -0.244 -0.6273 1.3114 1.1221 -0.692
C 1.378 0.272 0.233 -0.1442 0.2070 0.6037 -0.380
C 1.029 -1.008 0.422 0.1070 0.4648 -0.0454 -0.435
C -0.275 -1.313 -0.258 -0.2081 0.3844 0.0178 -0.603
H -1.406 1.292 0.987 -1.2894 -1.6929 -0.0849 0.235
H -1.450 0.181 -1.373 0.0170 0.1152 0.4748 0.217
H -0.258 1.979 0.657 2.3017 -1.9524 -2.4158 0.178
H 0.445 1.781 -1.090 -0.0360 -0.2434 -0.0365 0.344
H 2.361 0.689 0.419 -0.1429 0.0025 0.3644 0.391
H 1.589 -1.743 1.003 0.1444 0.1452 -0.5912 0.382
H -0.044 -1.687 -1.271 -0.1274 0.0364 0.2967 0.249
H -0.890 -2.081 0.229 -0.0715 0.4735 -0.0069 0.356

# 4
16
Properties=species:S:1:pos:R:3:forces:R:3:mulliken_charge:R:1 method="wB97M-V/def2-TZVPD" total_energy_ha=-321.94672 smiles="[H]/N=C/N(N)C(=C)C" total_charge=0 relative_energy_kcal_mol=90.1
C 1.521 0.846 0.223 -0.0821 0.0031 -0.0402 -1.124
N -0.558 -0.664 0.448 -0.1417 1.7526 -2.6015 0.294
C 0.422 0.164 -0.543 1.7351 -3.0920 1.0678 0.896
N -0.261 -1.376 1.621 0.8156 -0.4376 0.9411 -0.801
C -1.709 0.037 0.387 0.4920 1.9588 -0.2981 -0.140
C 0.556 -0.169 -1.836 -0.6574 0.4425 0.6449 -1.001
N -1.601 1.081 -0.386 -1.6841 -0.6973 0.4696 -0.618
H 0.737 -1.558 1.727 -0.1893 0.5302 -0.2859 0.231
H -0.664 -2.309 1.586 -0.0684 0.0385 -0.5023 0.248
H -2.486 1.486 -0.689 0.0301 0.0312 0.4787 0.189
H -2.553 -0.228 1.028 0.0749 -0.2601 -0.2859 0.378
H 2.294 1.228 -0.450 -0.2724 0.0185 -0.0616 0.368
H 2.036 0.145 0.887 -0.1766 0.0890 0.1702 0.222
H 1.124 1.681 0.805 0.0385 -0.1025 0.0519 0.304
H 1.439 0.130 -2.389 -0.1143 0.3298 0.1088 0.283
H -0.297 -0.494 -2.418 0.2002 -0.6048 0.1426 0.272

Repeat the fourth record exactly.
16
Properties=species:S:1:pos:R:3:forces:R:3:mulliken_charge:R:1 method="wB97M-V/def2-TZVPD" total_energy_ha=-321.94672 smiles="[H]/N=C/N(N)C(=C)C" total_charge=0 relative_energy_kcal_mol=90.1
C 1.521 0.846 0.223 -0.0821 0.0031 -0.0402 -1.124
N -0.558 -0.664 0.448 -0.1417 1.7526 -2.6015 0.294
C 0.422 0.164 -0.543 1.7351 -3.0920 1.0678 0.896
N -0.261 -1.376 1.621 0.8156 -0.4376 0.9411 -0.801
C -1.709 0.037 0.387 0.4920 1.9588 -0.2981 -0.140
C 0.556 -0.169 -1.836 -0.6574 0.4425 0.6449 -1.001
N -1.601 1.081 -0.386 -1.6841 -0.6973 0.4696 -0.618
H 0.737 -1.558 1.727 -0.1893 0.5302 -0.2859 0.231
H -0.664 -2.309 1.586 -0.0684 0.0385 -0.5023 0.248
H -2.486 1.486 -0.689 0.0301 0.0312 0.4787 0.189
H -2.553 -0.228 1.028 0.0749 -0.2601 -0.2859 0.378
H 2.294 1.228 -0.450 -0.2724 0.0185 -0.0616 0.368
H 2.036 0.145 0.887 -0.1766 0.0890 0.1702 0.222
H 1.124 1.681 0.805 0.0385 -0.1025 0.0519 0.304
H 1.439 0.130 -2.389 -0.1143 0.3298 0.1088 0.283
H -0.297 -0.494 -2.418 0.2002 -0.6048 0.1426 0.272